Version A
ORCA calculation (ωB97M-V/def2-TZVPD) on a cluster of 2 separate species, CH3ClOS in total.

Computed properties:
Total charge ... 0
SMILES ... OC=S.Cl
Frontier orbital gap ... 9.19 eV

CARTESIAN COORDINATES (ANGSTROEM)
H 1.76453 -2.10554 -0.02891
H 0.00212 -1.00792 -0.40981
O 1.97110 -1.16335 0.10094
Cl -2.04380 -0.23878 -0.03876
S 0.85607 1.18290 -0.00729
C 0.88428 -0.42480 -0.12805
H -1.79364 0.10190 1.17498

Computed natural (NBO) charges, given in elementary charges: atom 1 (H): 0.485, atom 2 (H): 0.172, atom 3 (O): -0.642, atom 4 (Cl): -0.259, atom 5 (S): -0.057, atom 6 (C): 0.023, atom 7 (H): 0.278



Version B
ORCA calculation (ωB97M-V/def2-TZVPD) on a cluster of 2 separate species, CH3ClOS in total.

Computed properties:
Total charge ... 0
SMILES ... C=O.SCl
Frontier orbital gap ... 9.22 eV

CARTESIAN COORDINATES (ANGSTROEM)
O 0.75782 0.51667 -1.07638
C -0.30672 0.12751 -1.39543
H -0.04269 -0.31881 3.03783
Cl -1.73486 1.14614 1.97813
H -0.87605 0.31798 -2.41383
S 0.17517 1.08371 2.74338
H -1.00506 -0.46655 -0.82774

Computed natural (NBO) charges, given in elementary charges: atom 1 (O): -0.481, atom 2 (C): 0.307, atom 3 (H): 0.154, atom 4 (Cl): -0.180, atom 5 (H): 0.074, atom 6 (S): 0.028, atom 7 (H): 0.098



Computed relative energies in units of eV: version A 0.000; version B 0.821